(1)
Formula: C3H9N4
Source: the Open Molecules 2025 dataset
Level of theory: ωB97M-V/def2-TZVPD

For the relative energy (zero: lowest compared OMol25 entry of this formula, charge and spin), the calculation gives 4.458 eV. As for the electronic energy: -338.3570 hartree. As for the charge: +1. The calculation puts the highest occupied orbital energy at -0.497 Ha.

Element x y z (Å)
C (1.00847, -0.49731, -0.12894)
C (0.71313, -1.45676, 0.92073)
C (-1.91115, 1.82829, -0.06159)
N (-2.24241, -1.65027, -0.22870)
N (-1.91579, -0.57710, -0.25582)
N (-1.39829, 0.48532, -0.35913)
N (1.16682, -0.82412, -1.37448)
H (1.68390, -1.92657, 1.15562)
H (0.07679, -2.16665, 0.62064)
H (0.22784, -0.84875, 1.83385)
H (-1.60997, 2.38736, -0.90821)
H (-2.92201, 1.73133, 0.06834)
H (-1.18711, 2.11242, 0.75137)
H (0.82746, 0.59973, 0.17759)
H (1.21413, -1.82047, -1.53721)
H (1.10514, -0.21077, -2.16917)

Forces on the atoms, in the same order (eV/Å):
C -1.82 2.97 -0.64
C 2.18 3.58 3.34
C 3.75 -1.36 0.67
N -0.34 -0.71 0.13
N -1.38 -1.17 0.10
N 2.00 1.27 -0.85
N 0.08 -0.63 1.49
H -0.36 0.04 0.61
H -2.48 -2.87 -1.25
H 1.44 -1.69 -1.91
H -0.28 0.89 -0.83
H -2.47 0.68 0.92
H -1.72 0.47 -0.16
H 1.12 -1.77 -1.06
H -0.04 -0.11 -0.56
H 0.32 0.41 0.00

(2)
Formula: C2H6ClN2P
Source: the Open Molecules 2025 dataset
Level of theory: ωB97M-V/def2-TZVPD

Its SMILES is PNC/C=N\Cl. For the relative energy (zero: lowest compared OMol25 entry of this formula, charge and spin), the calculation gives 1.809 eV. As for the electronic energy: -990.7705 hartree. The calculation puts the highest occupied orbital energy at -0.334 Ha.

Element x y z (Å)
C (-0.49942, -0.19499, 0.23005)
C (0.37878, -1.14368, -0.52698)
N (-0.85046, 1.07896, -0.24817)
N (0.59282, -2.31284, -0.14932)
P (0.34879, 2.27246, -0.19996)
Cl (-0.04540, -2.89826, 1.33127)
H (-1.51956, -0.59591, 0.52799)
H (0.12050, -0.16163, 1.22942)
H (1.11606, 1.65570, 0.91784)
H (0.87969, -0.68420, -1.41112)
H (-1.78569, 1.25496, -0.52437)
H (1.26389, 1.72942, -1.17666)

Forces on the atoms, in the same order (eV/Å):
C -1.22 -1.30 3.04
C -1.40 1.95 -0.22
N 1.87 0.79 -0.29
N 1.62 -1.51 -0.87
P 0.73 -0.13 0.17
Cl -0.37 0.40 -0.10
H 1.49 -0.66 -0.28
H -1.35 0.43 -1.26
H -0.62 0.68 -0.89
H -0.20 -1.07 0.38
H -0.45 0.19 -0.04
H -0.09 0.22 0.35

(3)
Formula: C4H6IO5
Source: the Open Molecules 2025 dataset
Level of theory: ωB97M-V/def2-TZVPD

For the relative energy (zero: lowest compared OMol25 entry of this formula, charge and spin), the calculation gives 0.798 eV. As for the electronic energy: -829.9566 hartree. As for the charge: -1. The calculation puts the highest occupied orbital energy at -0.186 Ha.

Element x y z (Å)
C (0.33682, 1.60404, -1.07156)
C (0.75991, -0.22114, 1.49448)
C (-0.55879, 0.18592, 0.78679)
C (-0.77196, 0.86164, -0.32170)
O (0.20252, 2.83329, -1.13898)
O (1.22552, 0.83067, -1.43491)
O (1.66277, -0.78445, 0.59933)
O (-1.61141, -0.29821, 1.57515)
O (-0.08844, -2.37412, -1.44566)
I (-2.83041, 1.36712, -0.95621)
H (1.13836, 0.72168, 1.88055)
H (0.54814, -0.89115, 2.16196)
H (0.75963, -2.29436, -1.81218)
H (1.92072, -0.06089, -0.02534)
H (-2.36488, -0.02008, 0.96636)
H (-0.32849, -1.45994, -1.25808)

Forces on the atoms, in the same order (eV/Å):
C -1.40 0.94 0.55
C 0.44 4.51 -5.50
C -0.91 -1.59 2.19
C -0.52 0.87 -0.74
O 0.28 -0.28 -0.33
O 1.62 -0.33 -0.71
O 1.25 0.24 -0.15
O -0.60 0.97 -2.03
O -1.96 -0.36 0.49
I 1.08 -0.29 0.40
H 0.25 0.06 0.68
H -1.35 -3.61 4.11
H 1.89 0.21 -0.66
H -0.48 -0.80 -0.03
H 0.36 -0.70 1.56
H 0.05 0.16 0.17

(4)
Formula: C21H66O15
Source: the Open Molecules 2025 dataset
Level of theory: ωB97M-V/def2-TZVPD

For the relative energy (zero: lowest compared OMol25 entry of this formula, charge and spin), the calculation gives 0.345 eV. As for the electronic energy: -1968.1516 hartree. The calculation puts the highest occupied orbital energy at -0.348 Ha.

Element x y z (Å)
C (-2.57867, -2.41278, 3.55231)
C (-1.84946, -2.85032, 4.79093)
O (-1.47064, -3.98782, 4.93610)
C (-1.56840, -1.80210, 5.83827)
H (-3.10640, -3.24034, 3.08150)
H (-1.83695, -2.05729, 2.82961)
H (-3.27690, -1.60360, 3.76263)
H (-0.89944, -1.03094, 5.44510)
H (-1.09680, -2.28475, 6.68890)
H (-2.50059, -1.29708, 6.09747)
C (-0.81172, -0.89985, 0.37123)
C (-0.19894, 0.05310, -0.62377)
O (-0.65564, 0.18967, -1.74386)
C (0.97987, 0.84462, -0.17498)
H (-1.30455, -1.70313, -0.17637)
H (-1.59932, -0.35586, 0.90027)
H (-0.01145, -1.25598, 1.01713)
H (1.38176, 1.45921, -0.97761)
H (1.76708, 0.15823, 0.15238)
H (0.71572, 1.49369, 0.66199)
C (2.52659, -4.13722, 0.36423)
C (2.79466, -2.68289, 0.10338)
O (2.71144, -1.84296, 0.98432)
C (3.16816, -2.28771, -1.29513)
H (2.39645, -4.27628, 1.43475)
H (3.42621, -4.68829, 0.06532)
H (1.67656, -4.47492, -0.22660)
H (2.73657, -1.33332, -1.58609)
H (2.87187, -3.06807, -1.99000)
H (4.25758, -2.18227, -1.30389)
C (3.95122, 1.18102, 2.35766)
O (4.11545, 2.59237, 2.53585)
H (3.07301, 1.02084, 1.73944)
H (4.82692, 0.73453, 1.88183)
H (3.77770, 0.67225, 3.31075)
H (4.94424, 2.75315, 2.99383)
C (-3.33211, 2.05363, 2.10190)
O (-3.05617, 0.71190, 2.45940)
H (-3.38173, 2.14326, 1.01291)
H (-4.28361, 2.37301, 2.53436)
H (-2.59239, 2.76567, 2.47819)
H (-2.14470, 0.61257, 2.77452)
C (-1.02312, 4.05364, 0.29169)
O (-0.44324, 4.66993, 1.42676)
H (-0.89499, 2.96688, 0.28845)
H (-2.09069, 4.27197, 0.31083)
H (-0.64628, 4.46509, -0.65343)
H (0.51419, 4.50929, 1.39767)
C (3.54477, 2.70317, -3.60457)
O (2.56522, 3.64352, -4.01576)
H (4.27777, 3.21333, -2.97631)
H (3.07965, 1.89601, -3.03078)
H (4.12749, 2.31409, -4.44927)
H (1.84004, 3.16541, -4.44638)
C (-0.77623, 2.56198, -4.23585)
O (0.21699, 2.70990, -5.29436)
H (-0.91164, 3.53599, -3.76332)
H (-1.74554, 2.25031, -4.61274)
H (-0.33895, 1.85264, -3.54149)
H (-0.22345, 2.74236, -6.14506)
C (-1.79996, -0.87047, -4.95391)
O (-0.87224, -1.61399, -5.72342)
H (-1.28408, -0.58956, -4.03468)
H (-2.05590, 0.06003, -5.47069)
H (-2.71141, -1.40197, -4.66589)
H (-1.32712, -2.00827, -6.47230)
C (0.14095, -3.17954, -2.74025)
O (-0.23763, -3.99614, -1.63712)
H (1.03492, -3.57716, -3.21934)
H (-0.63780, -3.09093, -3.49841)
H (0.39681, -2.17388, -2.38568)
H (-1.16291, -3.80807, -1.43966)
C (-3.88515, 0.69203, -1.65938)
O (-3.01517, 1.67211, -2.20176)
H (-3.93472, -0.21437, -2.28381)
H (-3.58731, 0.36689, -0.65487)
H (-4.89482, 1.09581, -1.61356)
H (-2.17035, 1.23111, -2.35853)
C (1.64448, -2.51163, 4.11096)
O (1.88854, -1.22809, 3.56136)
H (1.15469, -2.37063, 5.07734)
H (0.99925, -3.14332, 3.49790)
H (2.56377, -3.05005, 4.37076)
H (2.22776, -1.38201, 2.66238)
C (2.71593, 3.95041, -0.48076)
O (2.24201, 3.97125, 0.85740)
H (3.54077, 4.63901, -0.67871)
H (3.05980, 2.94263, -0.74082)
H (1.89407, 4.17829, -1.15715)
H (2.83988, 3.44723, 1.40948)
C (-3.73234, -3.52426, -2.06159)
O (-2.97492, -3.40880, -0.86525)
H (-3.04409, -3.72113, -2.88313)
H (-4.43732, -4.36211, -2.03821)
H (-4.29117, -2.61020, -2.28471)
H (-3.58008, -3.30450, -0.12637)
C (0.25561, 1.91103, 3.42892)
O (-0.25227, 0.57537, 3.35579)
H (0.37040, 2.24577, 4.46771)
H (1.24206, 2.01198, 2.96411)
H (-0.43757, 2.58988, 2.93908)
H (0.50015, -0.02219, 3.52057)

Forces on the atoms, in the same order (eV/Å):
C -0.15 0.11 -0.18
C 0.11 0.05 0.02
O 0.06 -0.30 -0.01
C 0.00 0.04 -0.19
H 0.06 -0.14 0.15
H -0.04 0.16 0.08
H 0.09 0.10 -0.13
H -0.09 -0.02 -0.12
H -0.12 0.07 0.16
H 0.07 -0.02 0.19
C 0.15 0.18 -0.78
C -0.39 0.00 -0.01
O 0.01 -0.10 -0.11
C 0.56 0.10 -0.06
H 0.13 -0.10 0.08
H 0.22 -0.02 0.31
H -0.34 -0.11 0.36
H -0.20 0.04 -0.10
H -0.11 0.03 0.16
H 0.00 -0.11 0.10
C 0.74 0.30 0.28
C -0.50 0.13 0.12
O 0.12 -0.01 -0.14
C 0.20 -0.21 0.06
H -0.27 -0.12 -0.04
H -0.20 -0.10 -0.14
H -0.08 -0.03 0.02
H -0.05 0.05 0.10
H 0.12 0.06 -0.14
H -0.03 -0.03 -0.14
C 0.19 -0.07 0.40
O -0.16 -0.29 -0.17
H 0.03 0.07 -0.12
H -0.08 0.01 -0.13
H 0.00 0.08 -0.03
H -0.04 0.08 0.00
C 0.06 0.30 0.01
O 0.00 -0.27 0.15
H -0.04 0.12 0.04
H -0.08 -0.23 -0.09
H 0.12 -0.14 -0.08
H 0.00 0.20 0.04
C -0.13 0.33 -0.06
O -0.02 -0.13 -0.02
H -0.01 -0.01 -0.03
H -0.01 -0.09 0.06
H 0.14 -0.10 0.09
H -0.05 0.02 -0.13
C 0.02 0.34 -0.18
O 0.23 -0.17 0.21
H -0.21 0.07 0.13
H 0.22 -0.17 -0.05
H -0.28 -0.22 0.00
H 0.05 0.19 -0.19
C 0.80 0.67 -0.61
O -0.56 -0.26 0.37
H 0.01 -0.08 0.17
H 0.04 -0.27 -0.03
H -0.32 -0.10 0.20
H 0.03 0.07 -0.03
C 0.32 0.64 0.23
O -0.11 -0.41 0.02
H -0.04 -0.04 -0.01
H -0.23 -0.08 0.03
H 0.04 -0.19 -0.23
H 0.00 0.04 -0.03
C 0.10 0.41 0.28
O 0.19 -0.10 -0.40
H -0.09 -0.28 0.05
H -0.02 -0.06 -0.01
H -0.13 0.03 -0.18
H -0.03 -0.02 0.32
C 0.02 -0.38 -0.10
O -0.28 -0.18 -0.04
H 0.09 0.18 0.00
H 0.01 0.14 -0.01
H 0.06 0.19 0.04
H 0.04 0.04 0.19
C -0.06 -0.18 1.02
O 0.04 -0.13 -0.25
H -0.17 0.07 -0.18
H 0.04 0.08 -0.14
H 0.08 0.08 -0.42
H 0.00 0.07 0.04
C 0.01 -0.58 -0.22
O -0.02 0.02 -0.06
H -0.07 0.15 0.23
H 0.05 0.09 -0.01
H -0.02 0.15 0.07
H 0.17 0.28 0.11
C -0.32 -0.10 -0.29
O -0.05 -0.05 -0.20
H 0.10 0.10 0.08
H 0.07 0.04 0.16
H 0.09 -0.01 0.04
H 0.08 0.02 0.09
C 0.07 0.05 0.38
O 0.21 0.40 -0.04
H -0.10 -0.11 -0.05
H -0.12 -0.10 -0.14
H 0.01 -0.02 -0.11
H -0.10 -0.22 -0.09

(5)
Formula: C6H12O
Source: the Open Molecules 2025 dataset
Level of theory: ωB97M-V/def2-TZVPD

Its SMILES is C=C[C@@H](CC)CO. For the relative energy (zero: lowest compared OMol25 entry of this formula, charge and spin), the calculation gives 1.739 eV. As for the electronic energy: -310.9954 hartree. The calculation puts the highest occupied orbital energy at -0.338 Ha.

Element x y z (Å)
C (-2.24337, 0.04132, 0.84597)
C (-1.01471, 0.82036, 0.37044)
C (-0.12459, 0.03426, -0.61062)
C (1.20819, 0.78974, -1.00886)
C (0.38842, -1.29717, -0.14127)
C (1.14775, -1.38483, 0.94508)
O (2.41397, 0.38907, -0.36333)
H (-2.91009, -0.21497, 0.01242)
H (-2.82917, 0.62500, 1.56589)
H (-1.93968, -0.89257, 1.32878)
H (-0.41776, 1.12769, 1.23847)
H (-1.34866, 1.75036, -0.11532)
H (-0.72578, -0.11087, -1.52275)
H (1.40764, 0.57502, -2.06235)
H (1.09031, 1.86849, -0.87354)
H (0.43296, -2.08728, -0.88774)
H (1.19165, -0.57671, 1.67407)
H (1.82346, -2.21157, 1.11627)
H (2.47490, 0.70654, 0.54725)

Forces on the atoms, in the same order (eV/Å):
C 0.02 -0.05 0.00
C 0.17 0.02 0.08
C 0.13 -0.02 0.06
C 0.02 0.21 -0.21
C 0.27 -0.08 0.15
C -0.40 -0.37 0.14
O 0.15 0.50 -0.17
H 0.17 0.05 0.09
H 0.13 -0.08 -0.13
H -0.07 0.12 -0.05
H -0.07 -0.03 -0.02
H 0.20 -0.19 0.05
H 0.30 0.08 0.14
H -0.07 0.18 0.12
H -0.23 0.01 -0.16
H -0.10 -0.04 0.18
H -0.07 -0.15 -0.07
H -0.27 -0.22 0.15
H -0.28 0.06 -0.34

(6)
Formula: C7H14N2O
Source: the Open Molecules 2025 dataset
Level of theory: ωB97M-V/def2-TZVPD

For the relative energy (zero: lowest compared OMol25 entry of this formula, charge and spin), the calculation gives 4.300 eV. As for the electronic energy: -459.7208 hartree. The calculation puts the highest occupied orbital energy at -0.292 Ha.

Element x y z (Å)
C (0.10843, -1.63493, -0.07383)
C (1.06334, -0.47820, 0.02323)
C (-1.00982, 0.57019, 0.12569)
C (1.86255, -0.07577, -1.26697)
C (1.97996, -0.69437, 1.14030)
C (-2.03967, 0.98690, 1.02432)
C (-1.41292, 0.90264, -1.32083)
N (0.33099, 0.71285, 0.37893)
N (-1.09370, -1.38672, 0.06372)
O (-2.23433, -1.84714, 0.01551)
H (0.48263, -2.60863, -0.10490)
H (1.95658, 0.93048, -1.30384)
H (1.22645, -0.31237, -2.06513)
H (2.94153, -0.45492, -1.35790)
H (2.66813, 0.09773, 1.38016)
H (2.58877, -1.51230, 1.03701)
H (1.42644, -0.79573, 2.13870)
H (-1.61966, 1.20298, 2.06583)
H (-2.78474, 0.21533, 1.08684)
H (-2.53127, 1.99037, 0.71476)
H (-1.84189, 1.90995, -1.25532)
H (-2.11984, 0.10260, -1.76956)
H (-0.52922, 1.03455, -1.97952)
H (0.58123, 1.14450, 1.30282)

Forces on the atoms, in the same order (eV/Å):
C 1.87 -0.17 -0.15
C 1.42 1.52 -0.72
C -0.19 -2.07 -2.88
C 1.32 -3.48 0.95
C -0.37 0.68 3.66
C -0.63 3.06 2.92
C -0.03 -0.97 -0.83
N -0.56 1.41 1.87
N -2.46 5.30 0.03
O -0.03 -1.26 0.20
H 0.59 -1.57 -0.33
H 0.24 3.24 0.33
H -0.33 -0.75 -1.67
H -1.77 -0.15 0.03
H 0.26 0.86 -0.54
H 1.36 -2.34 -0.37
H 0.40 -0.24 -1.37
H -0.61 -0.56 -1.13
H -0.59 -0.40 -0.01
H 0.65 -1.75 0.35
H -0.40 -0.36 -0.40
H 0.90 1.60 0.79
H -0.49 -0.46 0.42
H -0.57 -1.14 -1.15

What is the relative energy (zero: lowest compared OMol25 entry of this formula, charge and spin) in the fifth record?
1.739 eV